Entry 1:
Below is a structure of composition C4F4O3 at a distorted geometry, with properties calculated with ωB97M-V/def2-TZVPD.

```
! wB97M-V def2-TZVPD RIJCOSX def2/J DEFGRID3
* xyz 0 1
C 1.017 0.258 0.077
C -1.240 -0.278 0.249
C -2.457 0.126 -0.082
C 2.789 0.062 -0.590
O -0.223 0.617 0.348
O 1.964 1.114 0.164
O 1.532 -0.810 -0.356
F -0.965 -1.564 0.283
F -3.500 -0.714 -0.131
F -2.760 1.419 -0.140
F 3.842 -0.231 0.178
*
```

Calculated total energy ... -21155.066 eV

Mulliken charges, unit e, in atom order: 0.960 0.315 0.489 -0.439 -0.257 -0.212 -0.134 -0.203 -0.199 -0.187 -0.135

***

Entry 2:
Below is the molecule C4F6S at a distorted geometry, with properties calculated with ωB97M-V/def2-TZVPD.

```
! wB97M-V def2-TZVPD RIJCOSX def2/J DEFGRID3
* xyz 0 1
F 0.673 -1.853 -1.163
C 0.043 -0.643 -1.244
F 0.579 0.059 -2.269
F -1.274 -0.822 -1.499
C 0.273 0.071 0.082
C 1.392 -0.166 0.732
S 2.683 -0.496 1.556
C -0.823 0.794 0.789
F -0.429 1.454 1.911
F -1.745 -0.116 1.179
F -1.373 1.717 -0.073
*
```

Calculated total energy ... -31287.368 eV

Mulliken charges, unit e, in atom order: -0.247 0.819 -0.220 -0.247 0.127 -0.177 -0.276 0.951 -0.257 -0.225 -0.249

***

Entry 3:
Below is the ion C4F8O3S with charge -1 at a distorted geometry, with properties calculated with ωB97M-V/def2-TZVPD.

```
! wB97M-V def2-TZVPD RIJCOSX def2/J DEFGRID3
* xyz -1 2
C -0.547 0.270 1.344
C 0.035 1.030 0.224
F -0.876 1.978 -0.182
F 1.209 1.620 0.661
F 0.189 -0.271 2.320
F -1.863 0.044 1.460
C 0.447 0.306 -1.078
C 1.147 1.152 -2.200
F 0.377 2.230 -2.592
F 2.367 1.628 -1.831
S 1.676 0.434 -4.222
O 2.616 -0.615 -3.872
O 0.347 0.023 -4.686
O 2.204 1.694 -4.716
F 1.326 -0.665 -0.722
F -0.679 -0.202 -1.615
*
```

Calculated total energy ... -42864.688 eV
Expectation value of S² ... 0.75

Mulliken charges, unit e, in atom order: -0.001 0.902 -0.264 -0.269 -0.215 -0.216 0.854 0.026 -0.279 -0.275 1.072 -0.590 -0.595 -0.575 -0.295 -0.281

***

Entry 4:
Below is a structure of composition C4H10Ag3ClO2 at a distorted geometry, with properties calculated with ωB97M-V/def2-TZVPD.

```
! wB97M-V def2-TZVPD RIJCOSX def2/J DEFGRID3
* xyz 2 1
Ag 31.169 -1.442 -5.683
Ag 28.336 -3.880 -6.120
Ag 30.235 0.410 -7.888
Cl 29.808 -2.351 -8.067
C 33.372 -4.715 -13.445
O 32.160 -5.096 -12.884
C 31.907 -6.475 -12.708
C 31.294 -6.689 -11.319
O 30.036 -5.992 -11.174
C 30.142 -4.631 -10.754
H 33.445 -3.629 -13.508
H 33.410 -5.042 -14.484
H 34.256 -5.045 -12.899
H 32.810 -7.078 -12.797
H 31.211 -6.906 -13.429
H 32.035 -6.385 -10.580
H 31.021 -7.731 -11.150
H 29.191 -4.101 -10.683
H 30.834 -4.070 -11.381
H 30.476 -4.755 -9.724
*
```

Calculated total energy ... -32904.010 eV

Mulliken charges, unit e, in atom order: 0.758 0.844 0.755 -0.372 -0.804 -0.293 -0.421 -0.573 -0.380 -0.539 0.236 0.312 0.363 0.409 0.300 0.318 0.355 0.304 0.292 0.138

***

Entry 5:
Below is a structure of composition C4H10AgCl2FO2 at a distorted geometry, with properties calculated with ωB97M-V/def2-TZVPD.

```
! wB97M-V def2-TZVPD RIJCOSX def2/J DEFGRID3
* xyz -2 1
Ag -2.089 -0.665 1.776
F -4.738 1.145 4.136
Cl -5.263 -2.324 -0.973
Cl -1.934 -4.071 4.865
C -0.466 2.385 0.390
O 0.506 1.426 0.749
C 1.598 1.304 -0.231
C 1.914 -0.174 -0.640
O 0.647 -0.737 -1.157
C 0.794 -2.013 -1.787
H -1.081 1.875 -0.352
H -0.035 3.300 -0.017
H -1.139 2.806 1.137
H 2.430 1.839 0.227
H 1.422 2.022 -1.031
H 2.196 -0.741 0.248
H 2.795 -0.250 -1.277
H 1.058 -1.851 -2.832
H -0.131 -2.581 -1.891
H 1.516 -2.696 -1.340
*
```

Calculated total energy ... -40162.961 eV

Mulliken charges, unit e, in atom order: 0.865 -0.936 -0.963 -0.969 -0.826 -0.298 -0.689 -0.453 -0.280 -0.812 0.355 0.314 0.317 0.366 0.423 0.325 0.368 0.277 0.308 0.306

***

Entry 6:
Below is a cluster of 2 separate species, C4H10BBrF3NO3P in total, with properties calculated with ωB97M-V/def2-TZVPD.

```
! wB97M-V def2-TZVPD RIJCOSX def2/J DEFGRID3
* xyz -1 1
N 1.007 -4.152 1.651
P -0.137 -2.896 1.835
O 0.286 -1.871 0.650
B -1.627 -3.732 0.908
Br -3.341 -3.486 1.700
H 1.383 -4.469 2.530
H 0.782 -4.926 1.042
H 0.322 -0.943 0.998
H -1.573 -4.393 -0.082
C -0.847 3.531 -0.963
C -1.124 2.253 -0.173
O -0.603 1.068 -0.719
C 0.799 0.727 -0.390
O 1.097 0.795 0.873
C 1.764 1.513 -1.320
F 1.306 1.658 -2.592
F 2.928 0.833 -1.432
F 2.101 2.750 -0.902
H -0.967 3.349 -2.032
H -1.552 4.310 -0.657
H 0.157 3.911 -0.792
H -2.209 2.099 -0.161
H -0.801 2.358 0.869
H 0.846 -0.288 -0.842
*
```

Calculated total energy ... -100105.250 eV

Mulliken charges, unit e, in atom order: -0.538 -0.026 -0.255 0.265 -0.197 0.238 0.208 0.263 -0.077 -1.083 -0.261 -0.393 0.449 -0.936 0.644 -0.291 -0.289 -0.280 0.230 0.425 0.220 0.318 0.288 0.078